Record 1
Molecular formula: C39H78Cl6O26
Method: DFT, ωB97M-V/def2-TZVPD

Geometry as XYZ:
```
149
Properties=species:S:1:pos:R:3:forces:R:3
C -13.43918 -19.98704 0.95302 -0.2 -0.9 -0.6
C -13.18415 -19.55241 2.36953 0.7 0.2 -0.2
O -14.38325 -19.37311 3.12138 0.1 0.4 -0.1
C -15.19064 -18.33678 2.87055 -0.6 0.3 -0.6
O -15.11526 -17.43750 2.06010 0.8 -0.7 0.3
O -16.22766 -18.50838 3.66843 -0.4 -0.8 1.2
C -17.27807 -17.56840 3.74467 -0.7 0.3 -0.5
H -12.53455 -19.93788 0.34442 0.0 0.3 0.1
H -14.23567 -19.44490 0.44869 0.1 0.2 0.3
H -13.72757 -21.04183 0.90357 -0.1 0.0 0.2
H -12.53347 -18.67599 2.40577 -0.4 0.3 0.0
H -12.62241 -20.32184 2.89747 -0.2 -0.1 0.1
H -16.95245 -16.60823 4.13731 0.2 0.0 -0.1
H -18.06788 -17.95839 4.38417 0.4 -0.3 0.3
H -17.77194 -17.46366 2.77581 0.4 0.3 0.0
C -13.99874 -9.67018 -6.35597 0.3 -0.8 -0.1
C -15.07616 -10.61460 -5.82666 -0.2 1.1 -0.1
O -14.61213 -11.93551 -6.02681 1.1 -0.4 -0.8
C -15.34846 -12.95152 -5.63664 -1.8 0.5 0.2
O -16.36660 -12.85214 -4.99915 -0.1 0.5 -0.5
O -14.84764 -14.08704 -6.06856 0.2 -0.2 -1.0
C -15.57087 -15.28071 -5.89472 -1.4 -1.0 0.2
H -14.31451 -8.63319 -6.43698 -0.2 0.0 0.2
H -13.67984 -10.01359 -7.34128 -0.1 0.1 -0.1
H -13.11818 -9.72740 -5.71454 0.0 0.1 0.0
H -16.00430 -10.47618 -6.38409 -0.1 -0.1 0.2
H -15.24446 -10.42140 -4.76624 -0.2 -0.2 0.0
H -14.89819 -16.11876 -5.72749 0.3 0.3 -0.1
H -16.17802 -15.47510 -6.78119 0.2 0.0 -0.1
H -16.27106 -15.28330 -5.05703 0.3 0.4 0.1
C -21.03416 -13.26037 1.30840 0.9 -0.9 -0.3
C -20.93629 -13.14750 -0.18537 0.6 0.7 -1.3
O -21.01269 -14.42822 -0.85085 -0.1 -0.3 0.7
C -20.63234 -14.43978 -2.11257 -0.4 0.5 -0.4
O -20.14922 -13.50962 -2.71531 -0.1 -0.9 0.3
O -20.95340 -15.63225 -2.62006 0.2 0.2 0.4
C -20.45433 -16.01542 -3.88553 0.8 -0.2 -1.0
H -21.73390 -14.02545 1.64457 -0.6 0.6 0.0
H -21.12139 -12.25385 1.70823 -0.5 -0.2 0.2
H -20.08300 -13.66448 1.67245 0.1 0.2 0.0
H -20.00505 -12.65344 -0.48380 -0.1 -1.0 0.5
H -21.61486 -12.45494 -0.69366 -0.8 -0.9 0.6
H -20.29790 -17.09429 -3.86932 -0.1 0.0 0.2
H -19.48763 -15.56738 -4.11860 -0.1 0.2 0.2
H -21.13041 -15.78098 -4.70298 -0.2 0.2 0.2
C -11.88646 -12.11699 2.85627 -0.5 -0.2 0.0
C -12.65766 -12.57472 4.09133 0.4 -0.4 -0.6
O -13.53788 -13.66770 3.75409 -0.4 -0.2 0.2
C -14.76962 -13.40819 3.34127 0.3 0.5 -0.6
O -15.24166 -12.32033 3.13521 -0.1 0.1 0.1
O -15.37614 -14.56920 3.11241 0.2 0.0 -0.3
C -16.60461 -14.50463 2.42446 -1.8 -0.2 -0.1
H -12.54419 -11.83516 2.03183 -0.2 0.0 0.2
H -11.29587 -12.94873 2.47358 0.3 0.2 0.1
H -11.29776 -11.23211 3.09357 0.3 -0.2 0.0
H -13.17479 -11.73554 4.55162 -0.2 -0.3 0.2
H -12.01575 -13.12632 4.77608 0.3 0.7 0.3
H -17.38802 -14.00219 2.99846 0.2 0.0 0.4
H -16.90633 -15.53483 2.27706 0.1 0.1 0.1
H -16.69307 -14.02124 1.44710 1.1 0.2 0.0
C -17.24859 -20.23975 0.86314 1.2 0.5 -0.2
C -18.20446 -20.61548 -0.25815 0.8 -0.6 1.0
O -19.25447 -19.67086 -0.30708 0.0 0.5 0.7
C -20.08575 -19.55281 -1.33685 0.0 -0.9 0.7
O -20.08044 -20.25257 -2.30724 0.0 0.1 -0.7
O -20.96546 -18.61505 -0.99814 0.1 0.3 -0.1
C -21.96424 -18.28898 -1.95305 -1.1 -0.5 -0.4
H -16.73514 -19.27814 0.74927 -0.3 0.1 -0.3
H -16.43484 -20.96963 0.80934 0.0 -0.1 0.1
H -17.60365 -20.25399 1.89320 -0.6 -0.2 -0.2
H -18.49972 -21.61485 0.07424 -0.9 0.0 -0.6
H -17.67027 -20.73241 -1.19818 -0.2 0.3 -0.2
H -21.70657 -17.39350 -2.51373 -0.1 -0.6 0.3
H -22.89952 -18.11103 -1.41898 0.2 0.2 0.3
H -22.19252 -19.15021 -2.58188 0.4 0.1 -0.2
C -13.03339 -9.65974 -2.54085 0.2 -0.5 -0.2
C -14.02014 -9.79718 -1.39579 1.0 -0.2 -0.2
O -14.61252 -11.09838 -1.35039 -1.1 -0.2 -0.4
C -13.91163 -12.11186 -0.82687 0.6 1.0 -0.5
O -12.74304 -12.03726 -0.52721 -0.3 -0.5 0.3
O -14.71056 -13.15594 -0.77381 -0.7 -0.2 0.2
C -14.19347 -14.36355 -0.23730 0.9 -0.4 0.8
H -12.23319 -10.39035 -2.42049 0.2 0.2 0.0
H -12.64088 -8.64575 -2.61506 0.1 0.0 0.3
H -13.49328 -9.86116 -3.51178 -0.2 -0.1 0.2
H -14.79061 -9.05098 -1.57570 -0.4 -0.3 0.5
H -13.53068 -9.69319 -0.42788 0.0 0.6 -0.1
H -14.97968 -15.10844 -0.18797 -0.1 0.1 -0.6
H -13.86186 -14.27420 0.80236 0.1 0.5 -0.1
H -13.31824 -14.65885 -0.81466 -0.2 -0.3 0.0
C -12.80263 -13.36823 -4.45033 -0.1 -0.9 -0.2
C -12.40429 -14.53045 -3.56679 1.1 0.3 -0.3
O -13.50307 -15.41670 -3.37895 -0.9 0.3 -0.1
C -13.27805 -16.55740 -2.74188 0.4 -0.3 0.9
O -12.21142 -16.95198 -2.34173 -0.1 -0.1 -0.3
O -14.45595 -17.14624 -2.53694 -0.4 0.6 -0.8
C -14.55588 -18.42308 -1.96178 1.2 -0.6 1.0
H -13.54500 -12.72078 -3.98216 0.3 0.1 0.3
H -13.27212 -13.76677 -5.35470 1.0 0.2 0.6
H -11.91481 -12.82492 -4.76514 0.0 0.3 0.3
H -12.02027 -14.15672 -2.61431 -0.1 -0.3 0.2
H -11.61602 -15.11043 -4.05286 0.1 0.1 0.1
H -14.27169 -19.23778 -2.62415 -0.3 0.2 -0.5
H -15.56523 -18.52851 -1.57834 -0.1 0.0 -0.3
H -13.86488 -18.55398 -1.12589 -0.1 0.5 -0.1
C -22.11298 -8.04333 -2.09387 0.2 0.2 -0.2
C -22.23613 -9.44743 -2.62810 -1.0 -0.6 0.2
O -21.02045 -10.19407 -2.62595 0.4 0.2 -0.5
C -20.50358 -10.59555 -1.47779 0.7 0.0 -0.6
O -21.01438 -10.54477 -0.39624 -0.2 1.1 0.4
O -19.30896 -11.13888 -1.76551 -0.3 0.7 0.2
C -18.37162 -11.20145 -0.70723 1.3 0.8 0.6
H -21.30329 -7.54435 -2.62997 0.1 0.1 0.2
H -21.96110 -7.99768 -1.01712 0.2 -0.2 0.0
H -23.02257 -7.47736 -2.29921 -0.1 -0.1 -0.1
H -22.54285 -9.45298 -3.67347 0.1 0.1 0.0
H -22.98491 -10.03020 -2.08243 0.0 0.1 0.1
H -17.57994 -10.48092 -0.93706 0.1 -0.3 -0.2
H -17.91889 -12.18612 -0.60826 -0.2 -0.1 -0.2
H -18.72535 -10.88475 0.27472 -0.6 -0.2 -0.2
C -18.77997 -16.74201 0.46120 0.0 0.0 -0.7
C -17.38879 -16.62062 -0.10943 0.5 -1.3 0.5
O -17.21711 -15.46803 -0.90430 -0.2 1.1 0.1
C -17.19397 -15.49944 -2.24991 0.4 0.4 -0.2
C -17.11748 -14.13378 -2.86632 0.6 -0.1 1.6
O -17.15784 -16.50393 -2.90117 -0.5 -1.1 -0.2
H -18.82297 -17.62906 1.09329 -0.1 0.0 -0.2
H -19.48672 -16.88111 -0.35816 -0.2 0.1 0.3
H -19.05789 -15.86852 1.04993 0.0 0.1 0.0
H -16.68253 -16.61077 0.72309 0.2 0.5 -0.3
H -17.08257 -17.51430 -0.66280 -0.4 0.1 -0.3
H -16.11766 -13.96820 -3.27312 -0.3 -0.5 0.1
H -17.16843 -13.42263 -2.04128 -0.5 0.3 -0.4
H -17.85619 -14.01105 -3.64858 0.0 0.1 0.2
Cl -20.86001 -13.42276 -6.01041 0.2 0.1 0.1
C -19.90487 -12.24852 -5.07565 -0.2 0.6 -0.2
Cl -19.68117 -10.76745 -6.03685 0.2 0.1 -0.1
H -20.45720 -11.95381 -4.19457 0.1 -0.2 -0.1
H -18.92698 -12.64432 -4.82874 -0.1 -0.1 -0.1
Cl -21.20927 -17.68666 2.61376 0.5 0.0 0.2
C -22.92376 -17.49457 2.47889 -1.3 -0.7 -0.8
Cl -23.65319 -16.33071 3.58607 0.2 0.1 0.0
H -23.18412 -17.25938 1.44741 0.3 0.6 0.1
H -23.43483 -18.44659 2.61855 0.3 0.0 0.5
Cl -16.18723 -20.83231 -3.50184 0.2 0.1 -0.3
C -16.71578 -19.29612 -4.24049 -0.5 -0.4 -0.3
Cl -17.25674 -19.56409 -5.93082 0.1 0.2 0.5
H -17.54668 -18.97440 -3.62402 -0.1 0.2 -0.3
H -15.94482 -18.53667 -4.27626 0.2 -0.2 0.2
```
Positions in Å, forces in eV/Å.

Properties
Molecular weight   1175.7 g/mol
Kohn-Sham gap   10.88 eV
SMILES   CCOC(=O)OC.CCOC(=O)OC.CCOC(=O)OC.CCOC(=O)OC.CCOC(=O)OC.CCOC(=O)OC.CCOC(=O)OC.CCOC(=O)OC.CCOC(C)=O.ClCCl.ClCCl.ClCCl

Mulliken population analysis, charges in e, atoms 1 to 2: number 1, C, carries -0.041; number 2, C, carries -0.410


Record 2
Molecular formula: C42H28BClCuF9IN9OP
Method: DFT, ωB97M-V/def2-TZVPD

Geometry as XYZ:
```
94
Properties=species:S:1:pos:R:3:forces:R:3
Cu 0.87083 -0.50584 2.51974 0.1 0.4 -0.7
C -0.04626 3.39308 3.39019 0.8 -1.0 -0.5
C 0.89045 2.31678 3.32338 -2.7 -0.2 1.0
N 0.25892 1.12464 3.45441 -0.7 2.7 0.3
N -1.12690 1.41776 3.58107 2.3 1.5 -1.0
C -1.26177 2.78651 3.47758 -1.5 -0.9 0.4
B -2.22433 0.36545 3.40074 0.3 0.1 -0.6
N -1.67521 -0.95722 3.95255 2.2 -1.0 0.7
C -2.07357 -1.80365 4.93414 0.2 -1.3 -1.2
C -1.23650 -2.94027 4.94085 -0.3 1.0 -1.2
C -0.25061 -2.66338 3.93659 -1.0 1.1 1.8
N -0.44807 -1.42777 3.44618 -2.4 -2.2 0.4
N -2.47328 0.10861 1.77619 -0.5 -3.7 0.9
C -3.25596 -0.92327 1.36334 0.3 1.9 4.0
C -3.38238 -1.20724 0.02932 0.7 -0.4 -3.0
C -2.67960 -0.44192 -0.86800 -1.5 -0.8 0.4
N -1.38641 0.35874 0.94937 -0.4 -0.1 -0.4
N -3.53372 0.86973 3.91733 -2.2 -0.9 1.4
C -3.91327 1.88677 4.79666 -1.7 -1.6 -1.6
C -5.32006 1.86398 4.87554 1.7 -1.2 -0.7
C -5.72163 0.75518 4.05123 1.5 -0.2 0.4
N -4.66610 0.07524 3.56047 0.1 2.9 0.6
H 0.16531 4.43600 3.32899 0.0 0.4 0.0
H 1.94727 2.41627 3.35240 0.6 -0.3 -0.2
H -2.29288 3.18419 3.52394 1.1 0.0 -0.2
H -3.03096 -1.66556 5.41191 0.1 0.1 0.1
H -1.45453 -3.89806 5.39581 0.3 0.4 0.3
H 0.67572 -3.20782 3.73611 -0.5 0.2 -0.2
H -3.88215 -1.49059 2.12700 0.9 1.4 -1.0
H -4.09560 -2.00127 -0.24382 0.5 0.6 -0.2
H -2.95472 -0.48728 -1.91720 0.3 -0.1 0.0
H -3.17224 2.55492 5.17661 0.0 0.1 0.5
H -5.93786 2.43672 5.52936 -0.2 0.4 0.0
H -6.73033 0.42608 3.79827 0.4 0.0 0.3
Cl 4.92371 -4.86416 1.36426 0.6 -0.9 0.0
C 3.77844 -3.85864 0.62927 0.1 0.1 -0.5
C 2.95609 -4.29707 -0.36199 0.1 -1.3 -0.6
C 1.90862 -3.54383 -0.94081 0.9 2.2 2.4
I 0.81400 -4.40236 -2.40714 -0.4 -0.2 -0.5
C 1.68992 -2.28945 -0.33999 -0.5 0.1 0.5
O 0.52846 -1.53266 -0.66786 1.0 -1.0 -0.1
C 2.57390 -1.76204 0.71429 0.7 -0.2 0.7
N 2.38364 -0.55686 1.42492 1.6 -0.4 -2.2
C 3.47501 0.07668 1.94137 -2.1 -3.0 -0.8
C 4.69226 -0.54495 2.09602 1.3 -0.2 -1.1
C 4.84618 -1.84376 1.63691 0.5 -0.4 1.4
C 3.75916 -2.53088 1.07353 -1.9 1.8 -1.2
H 3.11072 -5.30050 -0.77733 0.0 0.3 0.4
H 3.27877 1.03092 2.28803 -0.3 1.7 0.8
H 5.51655 0.07810 2.43384 0.0 -0.5 0.1
H 5.77658 -2.43945 1.77461 -0.7 0.8 -0.1
F -2.66665 -2.88154 -7.29581 0.2 1.6 -0.1
C -2.31872 -1.56647 -7.11053 -1.9 0.3 -1.1
F -1.76876 -1.08527 -8.28396 -0.7 -0.8 2.1
F -3.53888 -0.82750 -6.90791 2.5 -1.6 -0.5
C -1.47346 -1.45091 -5.88252 0.6 0.6 1.4
C -0.34842 -0.62473 -5.80633 0.4 -0.3 -0.4
C 0.34806 -0.45945 -4.61019 -0.8 0.0 0.6
C -0.16285 -0.93753 -3.38531 0.7 -1.2 -1.5
C -1.23821 -1.82309 -3.46103 -0.4 -0.3 0.0
C -1.85540 -2.10198 -4.68941 -1.0 -0.4 0.3
P 0.53029 -0.42695 -1.83143 -1.4 2.3 1.3
C -0.54520 0.88271 -1.25876 1.6 -0.6 -1.2
C -1.79030 0.69028 -0.44258 -0.2 0.9 -0.3
C -2.65344 1.96468 -0.46283 -0.3 -0.6 0.7
C -2.23198 3.18132 -0.87882 -0.3 -1.0 0.0
C -1.01347 3.28086 -1.55712 2.2 -1.1 -1.1
C -0.22017 2.13607 -1.82602 -1.7 1.9 1.3
C -3.13837 4.36547 -0.63101 -0.4 0.6 0.9
F -4.21481 3.92137 0.08769 0.6 1.1 -0.4
F -3.63296 4.98101 -1.73534 0.7 -0.6 0.9
F -2.49843 5.34778 0.13218 -0.9 -1.3 -1.1
C 2.23348 0.11830 -2.05473 0.3 0.8 1.2
C 3.13386 -0.57584 -2.82400 0.0 -0.1 -0.8
C 4.44087 -0.11696 -3.02823 0.7 -0.8 -1.0
C 5.00112 0.92749 -2.27852 -2.9 -1.7 0.1
C 4.09455 1.50929 -1.37838 0.8 -0.6 -0.1
C 2.77972 1.16249 -1.26316 -0.9 -0.5 -0.4
C 6.39775 1.34473 -2.35055 3.0 0.3 -0.7
F 6.88181 1.19462 -3.63840 -0.7 0.6 1.4
F 6.49515 2.63051 -1.94360 0.2 -0.6 -0.6
F 7.32230 0.64247 -1.58580 -1.7 0.5 -0.5
H 0.08788 -0.15176 -6.69055 -0.4 -0.2 0.2
H 1.27468 0.06837 -4.62510 0.3 0.5 -0.1
H -1.56660 -2.32758 -2.53287 0.0 0.3 -0.8
H -2.71064 -2.82634 -4.67024 0.9 0.8 -0.2
H -0.87272 1.11948 1.34123 0.3 0.8 0.1
H -3.59137 1.86693 0.09658 0.3 0.0 -0.4
H -0.62679 4.22421 -1.85508 0.1 0.7 -0.4
H 0.67478 2.30278 -2.42173 -0.1 -0.2 0.1
H 2.80588 -1.48052 -3.33672 0.1 0.3 -0.2
H 4.93265 -0.64922 -3.87849 0.2 0.6 1.2
H 4.43038 2.18345 -0.65223 0.7 1.2 0.7
H 2.21979 1.69237 -0.50258 -0.4 -0.1 -0.2
```
Positions in Å, forces in eV/Å.

Properties
Molecular weight   1113.4 g/mol
Charge   +1
Kohn-Sham gap   5.04 eV

Mulliken population analysis, charges in e, atoms 1 to 2: number 1, Cu, carries -1.002; number 2, C, carries -1.378


Record 3
Molecular formula: C6H16CsNO3PS
Method: DFT, ωB97M-V/def2-TZVPD

Geometry as XYZ:
```
29
Properties=species:S:1:pos:R:3:forces:R:3
N 3.19497 -2.17525 1.28161 -3.8 3.0 -5.1
C 2.70325 -1.99179 -0.00920 1.5 1.3 2.5
C 3.15696 -0.65627 -0.90216 0.5 -2.6 -0.1
P 1.86174 0.71109 -0.45160 -1.6 1.0 0.7
C 0.41095 1.92179 0.02789 0.2 0.8 0.7
C -0.38164 1.19077 1.25930 0.1 0.7 0.0
C -1.99171 0.98867 1.04088 -0.5 -1.3 1.3
C -2.44240 0.53000 -0.46701 1.7 1.6 -1.0
S -4.13167 -0.30582 -0.55708 -6.4 1.6 3.8
O -5.19754 0.78907 -0.89215 4.7 -4.0 -0.1
O -4.53343 -0.91058 0.83079 2.7 1.1 -5.1
O -4.17871 -1.51706 -1.79239 1.2 0.8 2.3
H 3.81808 -1.34238 1.42802 -0.7 -0.5 0.1
H 1.95065 -2.78343 -0.43529 1.5 1.6 0.9
H 3.07239 -0.89170 -2.05868 0.3 0.4 2.4
H 4.24590 -0.30570 -0.61407 -2.0 -0.8 -0.5
H 2.53741 1.71975 -1.22617 0.0 -0.6 0.1
H 2.24264 0.58331 0.96106 -0.2 0.1 -0.9
H 0.83840 -0.16739 -0.99775 0.5 0.2 0.1
H 0.90517 2.93765 0.38243 -1.1 -2.0 -0.6
H -0.23957 2.17922 -0.90812 1.1 -0.6 1.7
H -0.19868 1.86563 2.22596 -0.6 -1.7 -2.0
H 0.13401 0.14743 1.49433 -1.2 1.9 -0.5
H -2.31608 0.09985 1.76717 0.6 2.0 -1.5
H -2.56939 1.94276 1.40241 1.1 -1.9 -1.0
H -1.61654 -0.11357 -1.01431 -1.8 1.0 1.3
H -2.55006 1.53670 -1.10034 -0.1 -2.5 1.1
H -3.82754 -2.39553 -1.43314 -0.7 1.7 -0.3
Cs 5.10246 -3.58720 0.75763 3.1 -2.4 -0.3
```
Positions in Å, forces in eV/Å.

Properties
Molecular weight   346.1 g/mol
Charge   +1
Kohn-Sham gap   7.80 eV

Mulliken population analysis, charges in e, atoms 1 to 2: number 1, N, carries -1.011; number 2, C, carries 0.077